[1]
Formula: C19H26O5
Source: the OMol25 dataset
Level of theory: the ωB97M-V functional and the def2-TZVPD basis

Its SMILES is COc1cc(O)cc2c1C(=O)O[C@@H](C)CCCC(=O)CCCCC2. As for the strongest force on any atom: 0.72 eV Å⁻¹. The calculation puts the orbital gap at 9.13 eV. The highest occupied orbital energy comes out at -8.5 eV. As for the charge: 0. As for the multiplicity: 1. The calculation puts the energy relative to the best compared isomer or geometry (same formula, charge and spin) at 0.000 eV.

Geometry as XYZ:
```
50
Properties=species:S:1:pos:R:3:forces:R:3:nbo_charge:R:1
C -3.640 -2.159 2.077 -0.1 0.0 0.2 -0.251
H -3.424 -3.177 2.396 -0.1 0.1 0.0 0.204
O -2.608 -1.817 1.184 0.1 0.2 -0.2 -0.484
C -2.660 -0.620 0.553 0.1 0.2 -0.1 0.381
C -3.600 0.359 0.831 -0.2 0.0 0.1 -0.387
C -3.548 1.574 0.156 0.4 -0.1 -0.2 0.358
C -2.548 1.812 -0.771 -0.2 0.1 0.1 -0.367
C -1.586 0.847 -1.053 -0.1 -0.3 0.1 0.166
C -1.651 -0.382 -0.403 -0.1 -0.1 0.1 -0.265
C -0.746 -1.537 -0.692 -0.3 -0.1 -0.1 0.810
O -1.133 -2.628 -1.020 0.1 0.0 0.0 -0.582
O 0.542 -1.224 -0.516 0.2 0.2 0.1 -0.531
C 1.520 -2.268 -0.645 0.4 -0.5 -0.2 0.101
C 1.690 -2.678 -2.105 -0.3 0.1 0.3 -0.635
H 0.753 -3.066 -2.495 0.0 0.0 -0.1 0.239
H 2.449 -3.451 -2.182 0.1 -0.1 0.0 0.215
H 1.998 -1.821 -2.700 0.1 0.1 -0.1 0.206
C 2.830 -1.726 -0.069 -0.6 0.1 0.2 -0.425
C 2.686 -1.201 1.360 0.2 0.0 -0.2 -0.391
H 2.613 -2.041 2.055 -0.1 0.0 0.0 0.211
H 1.765 -0.622 1.438 -0.1 0.0 0.1 0.216
C 3.879 -0.320 1.761 0.1 -0.2 -0.1 -0.505
C 3.890 0.952 0.939 -0.1 -0.2 0.6 0.623
O 4.573 1.069 -0.048 0.1 0.1 -0.2 -0.558
C 2.981 2.063 1.426 -0.1 0.4 -0.4 -0.515
H 3.626 2.805 1.906 0.0 -0.1 0.1 0.240
C 2.224 2.716 0.265 -0.1 -0.2 0.1 -0.388
C 1.187 1.746 -0.290 0.2 0.5 -0.1 -0.412
C 0.438 2.264 -1.511 0.1 -0.3 0.1 -0.367
H 1.152 2.529 -2.293 0.0 0.1 0.0 0.205
H -0.121 3.165 -1.249 0.0 0.1 0.0 0.192
C -0.523 1.195 -2.058 0.1 0.2 -0.1 -0.448
H -1.003 1.581 -2.961 0.0 -0.1 0.0 0.217
H 0.049 0.310 -2.330 0.0 0.0 -0.1 0.218
H 1.692 0.824 -0.571 0.0 -0.1 0.0 0.209
H 0.462 1.502 0.490 0.0 -0.1 0.1 0.200
H 1.739 3.633 0.609 0.0 0.1 0.0 0.200
H 2.941 2.979 -0.515 0.0 0.1 0.0 0.217
H 2.282 1.687 2.173 0.0 0.0 0.1 0.208
H 3.808 -0.071 2.821 0.0 0.0 0.0 0.219
H 4.806 -0.867 1.580 0.0 0.1 0.0 0.222
H 3.181 -0.920 -0.717 0.1 0.0 -0.1 0.217
H 3.576 -2.521 -0.101 0.0 0.0 -0.1 0.215
H 1.164 -3.129 -0.063 0.0 0.1 -0.1 0.192
H -2.518 2.759 -1.293 0.0 0.1 -0.1 0.202
O -4.501 2.497 0.447 -0.1 0.1 0.1 -0.662
H -4.363 3.289 -0.087 0.0 -0.1 0.1 0.482
H -4.385 0.217 1.553 -0.1 -0.1 0.1 0.232
H -3.651 -1.499 2.951 0.0 0.0 0.0 0.175
H -4.618 -2.133 1.588 0.0 0.0 0.0 0.181
```
Forces are in eV/Å.

=====

[2]
Formula: CH5N3O
Source: the OMol25 dataset
Level of theory: the ωB97M-V functional and the def2-TZVPD basis

As for the strongest force on any atom: 1.15 eV Å⁻¹. The calculation puts the orbital gap at 9.72 eV. The highest occupied orbital energy comes out at -9.0 eV. As for the charge: 0. As for the multiplicity: 1. The calculation puts the energy relative to the best compared isomer or geometry (same formula, charge and spin) at 1.798 eV.

Geometry as XYZ:
```
10
Properties=species:S:1:pos:R:3:forces:R:3:nbo_charge:R:1
N 0.814 0.620 -0.013 -0.3 -0.3 0.0 -0.511
C -0.285 0.250 -0.642 0.4 0.5 0.4 0.701
N 1.220 0.148 1.237 0.1 -0.2 0.2 -0.667
N -1.225 -0.642 -0.289 0.0 0.0 0.0 -0.818
O -0.360 0.991 -1.703 0.8 0.0 0.0 -0.687
H 0.732 1.373 -1.214 -1.1 0.0 -0.5 0.487
H 1.558 -0.809 1.192 -0.1 0.1 0.0 0.340
H 0.495 0.243 1.941 0.0 0.0 -0.1 0.341
H -1.919 -0.892 -0.972 0.0 0.0 0.1 0.414
H -1.029 -1.282 0.463 0.0 0.0 -0.1 0.399
```
Forces are in eV/Å.

=====

[3]
Formula: C2H3I
Source: the OMol25 dataset
Level of theory: the ωB97M-V functional and the def2-TZVPD basis

Its SMILES is C=CI. As for the strongest force on any atom: 2.96 eV Å⁻¹. The calculation puts the orbital gap at 9.53 eV. The highest occupied orbital energy comes out at -9.2 eV. As for the charge: 0. As for the multiplicity: 1. The calculation puts the energy relative to the best compared isomer or geometry (same formula, charge and spin) at 0.483 eV.

Geometry as XYZ:
```
6
Properties=species:S:1:pos:R:3:forces:R:3:nbo_charge:R:1
C 0.674 0.449 0.030 -1.3 -0.2 0.0 -0.420
C -0.151 -0.612 0.003 -1.7 2.4 -0.3 -0.261
I -2.312 -0.012 0.057 1.2 -0.5 0.0 0.003
H 1.750 0.345 0.053 0.1 -0.1 -0.2 0.216
H 0.237 1.506 0.038 0.8 -1.8 0.2 0.229
H -0.198 -1.676 -0.181 1.0 0.1 0.3 0.232
```
Forces are in eV/Å.